Record 1
Here is C26H26N6OPtSSb as an isolated structure at a distorted geometry from OMol25. Energies are from ωB97M-V with the def2-TZVPD basis set.

Results
Total charge = +2
2S+1 = 2
Energy above the lowest of the compared OMol25 structures with the same formula, charge and spin = 0.970 eV
E = -2167.2900 a.u.
Kohn-Sham gap (alpha / beta) = 7.31 / 6.37 eV

Geometry as XYZ:
```
62
Properties=species:S:1:pos:R:3:forces:R:3:lowdin_charge:R:1
Pt 0.3212 -0.2484 -0.0085 0.72 -1.86 0.10 1.18
C 0.9043 -1.8519 2.9224 0.09 0.03 0.05 -0.03
C 1.7970 -0.6865 2.6488 0.00 -0.17 -0.23 -0.27
C 2.6275 -0.2158 3.6586 0.08 0.01 -0.02 0.01
C 3.5344 0.7896 3.4081 0.00 0.10 0.08 0.00
C 3.6218 1.3042 2.1216 -0.06 -0.14 -0.07 -0.09
C 2.7556 0.8292 1.1553 0.18 -0.01 0.28 -0.46
N 1.8566 -0.1335 1.4140 -1.15 0.15 0.86 -0.08
Sb 2.9026 1.6410 -0.7799 -0.47 1.33 -0.37 1.57
C 0.9199 2.7246 -0.7122 -0.41 -0.27 -0.89 -0.38
C 0.9258 4.0448 -1.1739 0.29 -0.72 0.30 -0.11
C -0.2834 4.6336 -1.5194 0.11 0.32 0.01 -0.04
C -1.4480 3.9246 -1.3775 -0.35 -0.07 -0.04 0.00
C -1.4144 2.6246 -0.8796 0.25 -0.24 0.49 -0.31
C -2.6649 1.8393 -0.6317 -0.06 -0.01 -0.05 -0.01
N -0.2550 2.0401 -0.5621 1.60 0.90 -0.11 -0.04
C 2.4900 -0.2589 -1.7415 0.10 0.03 -0.04 -0.46
C 3.1427 -0.5376 -2.9263 0.08 -0.09 0.20 -0.10
C 3.0442 -1.8212 -3.4517 0.01 -0.02 -0.02 0.00
C 2.3573 -2.7899 -2.7438 0.16 0.05 0.02 0.02
C 1.7238 -2.4764 -1.5457 0.08 -0.01 0.01 -0.28
C 1.0572 -3.5324 -0.7276 -0.03 0.04 -0.06 -0.03
N 1.7681 -1.2045 -1.1007 -0.42 0.56 -0.42 -0.10
H 1.4957 -2.6537 3.3672 0.00 0.02 0.04 0.11
H 0.4357 -2.2210 2.0181 0.02 -0.01 0.09 -0.02
H 0.1297 -1.5840 3.6426 -0.02 0.01 -0.03 0.10
H 2.5450 -0.6562 4.6431 0.02 -0.04 -0.03 0.14
H 4.1704 1.1699 4.1972 0.00 -0.03 -0.01 0.13
H 4.3420 2.0727 1.8750 0.01 -0.02 0.00 0.10
H 1.8503 4.5987 -1.2743 0.03 -0.08 -0.08 0.10
H -0.3030 5.6412 -1.9162 0.01 -0.01 0.06 0.13
H -2.3993 4.3674 -1.6446 0.01 -0.03 -0.01 0.13
H -3.3225 1.8569 -1.5015 0.00 0.03 0.00 0.10
H -3.2150 2.2760 0.2043 -0.02 -0.02 0.00 0.10
H -2.4219 0.8059 -0.3896 -0.05 0.04 0.02 0.03
H 3.7266 0.2311 -3.4156 0.00 -0.04 -0.03 0.11
H 3.5321 -2.0697 -4.3856 -0.04 0.00 -0.01 0.13
H 2.3166 -3.8085 -3.1037 0.00 0.00 0.02 0.13
H 1.2770 -4.5172 -1.1329 0.03 0.02 -0.01 0.10
H -0.0235 -3.4111 -0.7091 0.02 -0.08 -0.04 0.01
H 1.4191 -3.4904 0.3004 -0.05 0.02 0.00 0.09
O -0.7373 0.5044 1.8595 0.01 0.23 -0.40 -0.25
N -1.8942 0.0114 2.3034 -0.07 0.14 -0.08 -0.20
C -2.5678 0.7257 3.2321 0.03 0.20 0.01 0.01
C -3.7641 0.2819 3.7241 -0.08 -0.05 0.05 -0.02
C -4.2693 -0.9416 3.2857 0.05 -0.04 -0.10 -0.02
C -3.5616 -1.6589 2.3461 -0.05 0.04 0.08 -0.05
C -2.3676 -1.1515 1.8356 -0.04 -0.14 -0.31 -0.59
S -1.5005 -1.9521 0.5634 0.02 -0.33 0.24 0.78
H -2.0940 1.6497 3.5269 0.05 -0.01 -0.05 0.15
H -4.3013 0.8889 4.4375 0.06 -0.01 0.05 0.13
H -5.2086 -1.3198 3.6648 0.01 0.01 0.01 0.13
H -3.9143 -2.6084 1.9695 -0.02 0.01 0.01 0.12
N -1.6577 -1.0938 -2.3223 -0.08 -0.14 -0.33 -0.01
C -1.9983 -0.8987 -3.6029 0.04 0.07 -0.02 -0.04
C -1.1143 0.0220 -4.1237 0.02 0.06 0.02 -0.01
C -0.2565 0.3333 -3.0673 -0.09 -0.05 -0.13 -0.12
N -0.5900 -0.3591 -1.9804 -0.64 0.14 0.64 -0.13
H -2.0788 -1.7127 -1.6406 -0.04 0.14 0.14 0.06
H -2.8335 -1.4104 -4.0526 0.02 -0.04 0.05 0.14
H -1.1015 0.4245 -5.1216 0.03 -0.02 0.02 0.12
H 0.5716 1.0184 -3.0584 -0.02 0.08 0.06 0.11
```
Positions in Å, forces in eV/Å.

Record 2
Here is C26H26N6OS2Ti as an isolated structure at a distorted geometry from OMol25. Energies are from ωB97M-V with the def2-TZVPD basis set.

Results
Total charge = +1
2S+1 = 2
Energy above the lowest of the compared OMol25 structures with the same formula, charge and spin = 0.177 eV
E = -3055.8520 a.u.
Kohn-Sham gap (alpha / beta) = 6.79 / 6.68 eV

Geometry as XYZ:
```
62
Properties=species:S:1:pos:R:3:forces:R:3:lowdin_charge:R:1
Ti 0.5382 -0.9763 -0.2689 0.61 -0.86 0.42 0.64
C -2.1420 -2.7081 -1.5895 -0.04 -0.03 -0.02 -0.05
C -1.7429 -3.3047 -0.2744 0.08 0.14 0.00 -0.30
C -2.4493 -4.4417 0.1669 -0.06 -0.09 0.02 0.00
C -2.1573 -5.0095 1.3664 -0.02 -0.04 0.01 0.02
C -1.1600 -4.4400 2.1820 -0.01 0.03 -0.03 -0.15
C -0.8441 -4.9647 3.4557 0.00 0.01 -0.01 -0.02
C 0.1107 -4.3625 4.2204 0.02 0.02 -0.01 -0.06
C 0.7799 -3.2212 3.7409 0.01 -0.01 0.04 -0.09
C 0.5005 -2.6931 2.5053 -0.08 -0.05 -0.11 -0.59
S 1.3463 -1.2748 1.9257 0.18 0.02 0.11 0.70
C -0.4854 -3.3032 1.6920 0.01 0.01 -0.15 -0.22
N -0.7648 -2.7617 0.4468 0.09 0.19 -0.01 0.04
H -3.1447 -3.0369 -1.8558 0.00 -0.01 0.02 0.09
H -1.4592 -3.0238 -2.3782 0.00 0.02 0.00 0.07
H -2.1286 -1.6209 -1.5639 0.01 -0.01 0.00 0.05
H -3.2289 -4.8458 -0.4630 0.01 0.02 -0.02 0.12
H -2.6923 -5.8857 1.7123 0.00 0.00 0.00 0.13
H -1.3725 -5.8409 3.8082 -0.01 0.00 -0.02 0.12
H 0.3566 -4.7560 5.1972 0.01 0.02 0.00 0.11
H 1.5328 -2.7407 4.3520 0.00 -0.01 0.01 0.11
S 0.7108 -1.1887 -2.6301 -0.05 0.09 0.11 0.64
C 0.0812 0.4690 -2.7185 -0.17 -0.15 0.62 -0.76
N 0.2791 1.1320 -3.8280 0.15 -0.02 -0.26 0.06
N 0.0171 2.3984 -3.9621 0.01 0.21 -0.03 0.05
C -0.1248 3.4302 -2.9656 -0.04 -0.13 -0.14 -0.25
C -1.2272 4.2611 -3.0238 -0.04 0.02 0.00 -0.02
C -1.3292 5.3212 -2.1308 0.05 0.00 0.04 -0.07
C -0.3349 5.5336 -1.1879 -0.02 -0.02 -0.04 -0.08
C 0.7692 4.6867 -1.1396 -0.04 0.05 0.04 -0.08
C 0.8818 3.6360 -2.0316 0.04 -0.08 0.00 -0.04
N -0.6819 1.0412 -1.7374 0.00 0.38 -0.46 0.07
N -0.8532 0.4006 -0.6522 -0.45 0.11 -0.11 -0.12
C -1.7578 0.9945 0.2794 -0.07 0.18 0.07 -0.23
C -2.5001 0.1676 1.1113 0.11 -0.13 0.01 -0.02
C -3.3737 0.7283 2.0284 -0.03 0.05 0.02 -0.06
C -3.4998 2.1076 2.1196 0.00 -0.06 0.00 -0.07
C -2.7484 2.9290 1.2881 -0.02 -0.03 0.02 -0.06
C -1.8767 2.3769 0.3671 0.06 0.07 -0.16 0.00
H 0.1970 2.7125 -4.9044 -0.04 0.05 0.02 0.16
H -2.0004 4.0747 -3.7577 0.00 0.01 0.01 0.12
H -2.1886 5.9764 -2.1744 0.00 0.01 0.00 0.11
H -0.4132 6.3597 -0.4943 0.00 0.00 0.00 0.11
H 1.5472 4.8588 -0.4076 0.01 0.00 0.00 0.11
H 1.7347 2.9681 -2.0076 0.00 0.03 -0.01 0.11
H -2.3985 -0.9071 1.0357 -0.01 0.00 0.01 0.10
H -3.9592 0.0865 2.6725 0.00 -0.01 0.00 0.11
H -4.1814 2.5370 2.8412 0.01 0.03 -0.01 0.11
H -2.8389 4.0047 1.3602 0.01 0.00 0.00 0.11
H -1.2816 3.0024 -0.2848 -0.01 0.01 0.01 0.09
C 4.2676 -1.3682 -0.5349 -0.02 -0.04 -0.02 0.00
N 4.3620 0.0209 -0.0887 -0.02 0.04 0.00 -0.14
C 5.6794 0.5674 0.2088 0.03 0.00 0.03 -0.02
C 3.2812 0.7616 -0.0016 0.07 -0.08 -0.04 -0.27
O 2.1330 0.3614 -0.2698 -0.30 0.05 -0.03 -0.22
H 5.2490 -1.8250 -0.4492 0.00 0.00 0.00 0.10
H 3.9337 -1.4116 -1.5717 0.00 0.02 0.01 0.10
H 3.5654 -1.9126 0.0955 0.01 0.00 0.02 0.06
H 6.1389 0.0081 1.0226 -0.01 -0.01 0.00 0.10
H 5.5876 1.6090 0.5076 -0.01 0.00 -0.01 0.09
H 6.3166 0.5055 -0.6725 -0.01 -0.01 -0.01 0.10
H 3.4440 1.7968 0.3107 -0.04 -0.01 0.01 0.16
```
Positions in Å, forces in eV/Å.

Record 3
Here is a 5-piece molecular cluster, C26H27B3ClN5O11 overall at a distorted geometry from OMol25. Energies are from ωB97M-V with the def2-TZVPD basis set.

Results
Total charge = 0
E = -2643.0896 a.u.
Kohn-Sham gap = 8.19 eV

Geometry as XYZ:
```
73
Properties=species:S:1:pos:R:3:forces:R:3:lowdin_charge:R:1
N 1.5399 -0.9796 2.7795 0.01 0.00 -0.25 0.01
C 1.3162 0.4336 2.4812 0.24 -0.10 -0.13 -0.26
C 0.3692 0.5958 1.2750 -0.21 0.16 0.49 -0.04
B -1.0916 0.9550 1.6384 -0.40 0.29 -0.98 -0.52
O -1.4696 1.9747 2.5011 0.64 -0.70 0.69 0.27
B -2.4156 1.5145 3.3928 -0.15 0.72 -0.27 -0.31
O -3.5705 0.9830 2.8451 0.37 -0.67 0.60 0.22
B -3.2798 0.1068 1.8293 -0.71 0.11 -0.63 -1.05
Cl -4.3824 -1.2324 1.5165 -0.09 0.05 -0.09 0.76
O -2.1538 0.2170 1.0707 0.46 -0.30 0.65 0.23
H 2.3509 -1.0899 3.3765 -0.23 -0.07 0.03 0.02
H 0.7483 -1.3930 3.2558 0.02 0.02 0.10 0.07
H 2.2852 0.8505 2.2081 0.05 0.02 0.04 0.11
H 0.9605 1.0079 3.3441 -0.05 0.06 0.01 0.10
H 0.7555 1.3982 0.6483 0.04 -0.03 -0.24 0.09
H 0.3651 -0.3398 0.7216 0.22 0.09 -0.27 0.09
H -2.1663 1.4673 4.5536 -0.32 0.27 0.07 0.13
C -0.9314 3.8981 -4.2512 0.20 0.12 -0.08 -0.07
C 0.3362 4.0021 -4.8125 -0.06 -0.04 0.06 -0.06
C 1.4543 3.6104 -4.0918 0.05 0.00 -0.14 -0.01
C 1.2733 3.1191 -2.8129 -0.03 0.04 -0.05 -0.15
C 0.0240 3.0332 -2.2276 -0.12 -0.07 0.09 0.01
C -1.0835 3.4260 -2.9558 -0.06 0.05 -0.03 -0.06
N 2.4325 2.6254 -2.0532 -0.19 -0.15 -0.09 -0.34
O 3.5290 2.6848 -2.5673 0.01 0.09 0.04 0.09
O 2.2010 2.1455 -0.9594 0.31 0.06 0.08 0.06
H -1.8005 4.1841 -4.8244 -0.04 0.00 0.01 0.10
H 0.4544 4.3716 -5.8219 0.01 0.02 0.00 0.11
H 2.4426 3.6675 -4.5227 0.04 -0.03 0.07 0.12
H -0.0861 2.6457 -1.2265 0.07 0.00 0.00 0.11
H -2.0682 3.3451 -2.5199 -0.02 0.00 0.00 0.09
C -4.9235 -2.3842 -5.1697 -0.02 0.01 -0.03 -0.07
C -4.5576 -1.4081 -6.0871 -0.03 -0.07 0.07 -0.06
C -4.2157 -0.1385 -5.6527 0.03 0.04 -0.15 0.00
C -4.2479 0.1266 -4.2967 0.03 -0.01 -0.02 -0.15
C -4.6156 -0.8273 -3.3658 -0.03 -0.11 0.15 0.00
C -4.9553 -2.0931 -3.8127 -0.02 0.02 -0.05 -0.07
N -3.8557 1.4629 -3.8229 0.11 -0.06 0.00 -0.33
O -3.5294 2.2921 -4.6516 -0.16 -0.05 0.02 0.07
O -3.8570 1.6586 -2.6230 -0.07 0.06 0.00 0.07
H -5.1811 -3.3770 -5.5131 0.03 -0.01 0.02 0.11
H -4.5327 -1.6372 -7.1433 0.00 0.00 -0.01 0.11
H -3.9251 0.6285 -6.3545 0.02 0.06 0.06 0.12
H -4.6296 -0.5898 -2.3127 0.03 0.08 0.00 0.12
H -5.2389 -2.8546 -3.0998 0.02 -0.01 0.00 0.11
C 5.9183 1.4209 8.5107 -0.01 -0.01 -0.01 -0.07
C 6.3699 0.5646 7.5154 -0.02 0.05 0.05 -0.06
C 5.4676 -0.0367 6.6539 0.14 -0.06 -0.06 0.00
C 4.1221 0.2382 6.8092 0.03 0.04 0.02 -0.14
C 3.6492 1.0835 7.7951 -0.10 0.09 0.09 0.00
C 4.5610 1.6771 8.6517 0.07 -0.01 -0.01 -0.06
N 3.1586 -0.3834 5.8870 0.04 -0.06 0.00 -0.33
O 3.5983 -1.1414 5.0399 0.08 0.04 0.14 0.06
O 1.9854 -0.1085 6.0200 -0.02 0.00 0.00 0.09
H 6.6273 1.8914 9.1787 0.00 0.00 0.01 0.11
H 7.4269 0.3655 7.4076 0.01 -0.01 -0.01 0.11
H 5.8042 -0.7046 5.8757 -0.08 -0.01 -0.03 0.12
H 2.5914 1.2753 7.8915 -0.02 -0.04 -0.07 0.12
H 4.2110 2.3424 9.4286 -0.01 0.00 0.00 0.11
C 1.0979 -2.9673 -1.0919 0.02 -0.01 -0.02 -0.06
C 1.5729 -3.8218 -2.0791 -0.04 0.04 0.04 -0.06
C 0.6948 -4.4033 -2.9798 0.15 -0.06 -0.05 -0.01
C -0.6528 -4.1132 -2.8735 0.02 0.02 0.01 -0.15
C -1.1489 -3.2725 -1.8958 -0.10 0.11 0.07 0.00
C -0.2606 -2.6985 -1.0023 0.01 0.04 0.07 -0.05
N -1.5903 -4.7099 -3.8407 0.07 -0.04 -0.01 -0.35
O -1.1357 -5.4607 -4.6799 -0.02 0.01 0.00 0.08
O -2.7654 -4.4129 -3.7463 -0.04 -0.02 0.01 0.06
H 1.7828 -2.5083 -0.3900 -0.01 -0.01 0.02 0.11
H 2.6307 -4.0339 -2.1503 0.01 -0.01 -0.01 0.11
H 1.0515 -5.0677 -3.7521 -0.07 -0.01 -0.04 0.12
H -2.2067 -3.0655 -1.8346 -0.02 -0.03 -0.06 0.11
H -0.6343 -2.0359 -0.2336 -0.03 -0.01 0.00 0.09
```
Positions in Å, forces in eV/Å.

Q: Among the records above, which one has the highest E?
A: C26H26N6OPtSSb